1.
C44H96N4O8 | ωB97M-V/def2-TZVPD

Calculated total energy   -69513.0903 eV
E_LUMO   0.44 eV
SMILES   CC1(C)CCCC(C)(C)N1O.CC1(C)CCCC(C)(C)N1O.CC1(C)CCCC(C)(C)N1O.CC1(C)CCCC(C)(C)N1O.COCCOC.COCCOC

CARTESIAN COORDINATES (ANGSTROEM)
1 C -30.59 -0.24 -28.46
2 C -29.03 -0.09 -28.33
3 C -28.72 1.44 -28.04
4 C -28.78 -0.87 -27.00
5 C -27.34 -1.39 -26.98
6 C -26.71 -1.89 -28.35
7 C -26.96 -1.04 -29.51
8 C -25.88 0.03 -29.43
9 C -26.63 -2.02 -30.67
10 N -28.40 -0.62 -29.52
11 O -28.92 -0.04 -30.68
12 H -30.86 -1.28 -28.65
13 H -31.18 0.24 -27.68
14 H -31.01 0.38 -29.24
15 H -29.15 1.68 -27.07
16 H -27.74 1.91 -28.16
17 H -29.30 1.91 -28.83
18 H -28.92 -0.22 -26.13
19 H -29.49 -1.69 -26.93
20 H -26.72 -0.53 -26.72
21 H -27.19 -2.05 -26.13
22 H -27.09 -2.90 -28.49
23 H -25.64 -2.09 -28.25
24 H -24.89 -0.37 -29.64
25 H -25.78 0.50 -28.45
26 H -26.12 0.82 -30.14
27 H -27.32 -2.80 -30.99
28 H -25.60 -2.38 -30.63
29 H -26.67 -1.44 -31.59
30 H -29.40 -0.81 -31.00
31 C -28.32 2.13 -23.64
32 C -27.27 1.70 -22.58
33 C -28.08 1.73 -21.21
34 C -26.81 0.28 -22.94
35 C -25.60 -0.16 -22.14
36 C -24.42 0.88 -22.13
37 C -24.87 2.33 -21.77
38 C -25.05 2.43 -20.21
39 C -23.76 3.19 -22.28
40 N -26.10 2.64 -22.52
41 O -26.50 3.99 -22.26
42 H -28.87 3.04 -23.40
43 H -27.74 2.24 -24.55
44 H -29.03 1.33 -23.85
45 H -29.07 1.27 -21.27
46 H -27.61 1.12 -20.44
47 H -28.21 2.70 -20.72
48 H -27.56 -0.51 -22.83
49 H -26.42 0.23 -23.96
50 H -25.85 -0.36 -21.10
51 H -25.30 -1.16 -22.43
52 H -23.91 0.79 -23.09
53 H -23.80 0.46 -21.34
54 H -25.56 1.62 -19.70
55 H -25.63 3.34 -20.04
56 H -24.15 2.67 -19.66
57 H -23.53 2.85 -23.30
58 H -22.80 2.97 -21.80
59 H -23.96 4.25 -22.15
60 H -26.70 4.19 -23.18
61 C -27.55 -11.14 -30.44
62 C -28.11 -9.72 -30.29
63 C -29.29 -9.65 -31.28
64 C -28.46 -9.59 -28.76
65 C -28.70 -8.15 -28.25
66 C -27.33 -7.44 -28.41
67 C -26.83 -7.37 -29.85
68 C -27.48 -6.30 -30.71
69 C -25.29 -7.08 -29.73
70 N -26.99 -8.71 -30.48
71 O -26.48 -8.85 -31.81
72 H -28.18 -12.03 -30.45
73 H -27.01 -11.29 -31.38
74 H -26.73 -11.26 -29.74
75 H -30.26 -9.94 -30.86
76 H -29.71 -8.64 -31.42
77 H -29.12 -9.94 -32.31
78 H -29.43 -10.09 -28.78
79 H -27.70 -10.13 -28.19
80 H -29.53 -7.68 -28.78
81 H -28.85 -8.09 -27.18
82 H -26.55 -7.87 -27.78
83 H -27.30 -6.46 -27.94
84 H -27.09 -6.32 -31.72
85 H -27.39 -5.39 -30.11
86 H -28.53 -6.52 -30.88
87 H -25.17 -6.22 -29.06
88 H -24.80 -6.87 -30.67
89 H -24.75 -7.85 -29.18
90 H -25.61 -9.21 -31.62
91 C -23.52 -4.50 -23.57
92 C -23.88 -4.31 -25.00
93 C -25.22 -5.03 -25.35
94 C -24.27 -2.88 -25.32
95 C -23.18 -1.83 -25.47
96 C -22.19 -2.35 -26.51
97 C -21.71 -3.87 -26.28
98 C -21.15 -4.47 -27.64
99 C -20.59 -3.96 -25.20
100 N -22.83 -4.72 -25.90
101 O -22.72 -6.04 -25.93
102 H -23.59 -5.58 -23.40
103 H -22.46 -4.30 -23.38
104 H -24.01 -4.00 -22.74
105 H -25.97 -4.70 -24.63
106 H -25.51 -4.90 -26.39
107 H -25.35 -6.09 -25.13
108 H -24.93 -2.79 -26.18
109 H -24.80 -2.33 -24.54
110 H -23.69 -0.95 -25.87
111 H -22.71 -1.56 -24.52
112 H -21.37 -1.63 -26.51
113 H -22.73 -2.35 -27.46
114 H -20.35 -3.81 -27.97
115 H -21.80 -4.55 -28.51
116 H -20.78 -5.49 -27.49
117 H -20.52 -3.12 -24.50
118 H -19.62 -4.03 -25.69
119 H -20.68 -4.82 -24.53
120 H -23.04 -6.26 -26.81
121 C -19.02 -0.83 -27.83
122 O -19.49 0.37 -28.40
123 C -19.67 0.36 -29.82
124 C -20.97 -0.24 -30.30
125 O -20.76 -1.59 -30.76
126 C -21.97 -2.30 -30.82
127 H -18.81 -0.65 -26.78
128 H -18.05 -1.00 -28.29
129 H -19.64 -1.72 -27.97
130 H -18.73 -0.11 -30.13
131 H -19.52 1.39 -30.15
132 H -21.44 0.31 -31.11
133 H -21.57 -0.20 -29.39
134 H -21.85 -3.38 -30.85
135 H -22.53 -1.94 -31.68
136 H -22.59 -2.12 -29.94
137 C -17.38 -7.56 -27.36
138 O -18.75 -7.69 -27.20
139 C -19.33 -8.93 -27.70
140 C -20.86 -8.96 -27.73
141 O -21.21 -10.14 -28.42
142 C -22.29 -10.82 -27.88
143 H -16.96 -6.85 -26.66
144 H -17.18 -7.25 -28.39
145 H -16.96 -8.56 -27.24
146 H -19.03 -9.70 -26.99
147 H -18.86 -9.07 -28.68
148 H -21.21 -8.21 -28.44
149 H -21.34 -8.93 -26.75
150 H -22.14 -11.21 -26.87
151 H -22.54 -11.68 -28.49
152 H -23.13 -10.13 -27.94

2.
C44H97N17O4P4 | ωB97M-V/def2-TZVPD

Calculated total energy   -117881.0280 eV
E_LUMO   0.61 eV
SMILES   CN(C)P(=O)(N(C)C)N(C)C.CN(C)P(=O)(N(C)C)N(C)C.CN(C)P(=O)(N(C)C)N(C)C.CN(C)P(=O)(N(C)C)N(C)C.c1cc[nH]c1.c1cc[nH]c1.c1cc[nH]c1.c1cc[nH]c1.c1cc[nH]c1

CARTESIAN COORDINATES (ANGSTROEM)
1 C -23.94 -4.28 9.70
2 N -24.67 -3.39 8.81
3 C -24.44 -3.73 7.43
4 P -25.79 -2.18 9.09
5 O -27.18 -2.54 8.76
6 N -25.54 -1.89 10.69
7 C -26.68 -1.30 11.33
8 C -24.29 -1.36 11.13
9 N -25.36 -0.91 8.10
10 C -24.00 -0.36 8.22
11 C -26.44 0.03 7.71
12 H -23.99 -5.34 9.39
13 H -24.42 -4.15 10.63
14 H -22.94 -4.07 9.76
15 H -23.38 -3.86 7.20
16 H -24.79 -2.94 6.70
17 H -24.93 -4.65 7.18
18 H -26.72 -0.21 11.22
19 H -27.57 -1.68 10.86
20 H -26.57 -1.42 12.46
21 H -24.22 -1.60 12.18
22 H -23.46 -1.82 10.55
23 H -24.24 -0.32 10.95
24 H -23.28 -1.14 8.48
25 H -23.70 0.22 7.33
26 H -24.00 0.42 8.98
27 H -26.19 0.48 6.74
28 H -26.59 0.73 8.49
29 H -27.30 -0.62 7.68
30 C -21.16 2.27 15.85
31 N -20.57 3.06 16.98
32 C -19.15 2.73 17.22
33 P -21.60 3.12 18.33
34 O -22.93 3.48 17.85
35 N -21.56 1.68 19.18
36 C -20.58 1.12 20.17
37 C -22.69 0.76 19.05
38 N -20.89 4.21 19.34
39 C -20.40 5.53 18.85
40 C -21.43 4.41 20.67
41 H -22.25 2.47 15.78
42 H -20.92 1.21 15.91
43 H -20.78 2.72 14.89
44 H -18.79 3.20 18.13
45 H -18.49 2.96 16.44
46 H -19.10 1.65 17.37
47 H -19.67 1.64 20.11
48 H -21.11 1.29 21.15
49 H -20.50 0.05 19.95
50 H -23.60 1.15 18.53
51 H -22.23 -0.16 18.61
52 H -23.07 0.47 20.03
53 H -20.23 5.60 17.78
54 H -21.14 6.29 19.04
55 H -19.61 5.80 19.44
56 H -20.77 5.13 21.20
57 H -21.47 3.49 21.18
58 H -22.45 4.78 20.67
59 C -20.55 -8.02 18.11
60 N -21.06 -7.18 17.00
61 C -22.25 -6.47 17.38
62 P -20.75 -7.54 15.36
63 O -21.64 -6.90 14.37
64 N -19.10 -7.28 15.28
65 C -18.31 -7.79 14.16
66 C -18.39 -6.27 16.12
67 N -20.88 -9.19 15.16
68 C -22.09 -9.72 14.55
69 C -20.00 -10.22 15.84
70 H -19.48 -8.23 17.94
71 H -21.14 -8.99 18.13
72 H -20.79 -7.42 18.96
73 H -22.05 -5.94 18.32
74 H -23.20 -7.09 17.57
75 H -22.50 -5.84 16.57
76 H -17.48 -8.40 14.48
77 H -18.92 -8.47 13.53
78 H -17.90 -6.97 13.50
79 H -18.16 -5.30 15.65
80 H -18.99 -6.01 17.04
81 H -17.50 -6.61 16.50
82 H -21.86 -10.65 14.13
83 H -22.92 -9.89 15.24
84 H -22.39 -9.01 13.77
85 H -19.13 -9.80 16.29
86 H -19.73 -10.92 15.07
87 H -20.45 -10.77 16.66
88 C -29.19 -4.43 14.95
89 N -27.93 -5.19 14.97
90 C -27.09 -4.97 16.17
91 P -26.99 -5.08 13.52
92 O -26.11 -3.88 13.31
93 N -25.94 -6.36 13.72
94 C -24.61 -6.31 13.11
95 C -26.21 -7.62 14.35
96 N -27.93 -5.38 12.24
97 C -28.39 -6.74 12.03
98 C -28.38 -4.38 11.25
99 H -29.00 -3.36 15.15
100 H -29.82 -4.75 15.80
101 H -29.60 -4.69 13.99
102 H -26.26 -5.62 16.21
103 H -27.66 -5.17 17.13
104 H -26.85 -3.89 16.29
105 H -23.85 -6.30 13.87
106 H -24.48 -7.08 12.42
107 H -24.56 -5.34 12.55
108 H -25.92 -8.56 13.73
109 H -25.68 -7.76 15.32
110 H -27.26 -7.69 14.61
111 H -27.51 -7.43 11.92
112 H -29.10 -7.13 12.80
113 H -28.92 -6.60 11.10
114 H -28.29 -3.36 11.65
115 H -29.39 -4.57 11.08
116 H -27.75 -4.43 10.34
117 C -20.58 -3.07 19.24
118 C -19.89 -4.15 19.90
119 C -20.85 -4.92 20.40
120 N -22.11 -4.44 20.02
121 C -21.89 -3.23 19.37
122 H -20.09 -2.26 18.70
123 H -18.83 -4.26 20.05
124 H -20.80 -5.87 21.00
125 H -22.97 -4.75 20.38
126 H -22.77 -2.64 19.09
127 C -26.71 0.61 15.81
128 C -26.07 0.86 14.59
129 C -24.93 1.56 14.88
130 N -24.93 1.85 16.20
131 C -26.07 1.32 16.81
132 H -27.65 0.10 15.95
133 H -26.30 0.53 13.61
134 H -24.12 1.93 14.26
135 H -24.22 2.46 16.58
136 H -26.24 1.21 17.84
137 C -22.25 -1.94 15.65
138 C -21.74 -3.22 15.36
139 C -22.63 -3.80 14.51
140 N -23.65 -2.94 14.26
141 C -23.41 -1.78 14.99
142 H -21.95 -1.21 16.38
143 H -20.87 -3.78 15.62
144 H -22.42 -4.75 14.00
145 H -24.38 -3.18 13.62
146 H -24.13 -1.05 15.10
147 C -25.77 -3.48 19.46
148 C -25.67 -2.11 19.17
149 C -25.01 -1.92 18.01
150 N -24.66 -3.16 17.59
151 C -25.14 -4.14 18.47
152 H -26.12 -3.96 20.45
153 H -26.10 -1.34 19.84
154 H -24.75 -1.00 17.48
155 H -24.33 -3.22 16.59
156 H -24.83 -5.11 18.29
157 C -32.15 -2.27 8.83
158 C -32.03 -3.23 7.83
159 C -30.65 -3.22 7.46
160 N -30.01 -2.31 8.16
161 C -30.90 -1.66 9.00
162 H -33.06 -1.90 9.28
163 H -32.87 -3.85 7.52
164 H -30.11 -4.10 7.01
165 H -29.08 -2.43 8.45
166 H -30.60 -0.84 9.59

3.
C44H98N5O4 | ωB97M-V/def2-TZVPD

Calculated total energy   -62832.3224 eV
E_LUMO   -6.00 eV
Net charge   +3

CARTESIAN COORDINATES (ANGSTROEM)
1 C 0.36 1.69 -0.07
2 C -1.08 1.25 -0.32
3 C -1.92 2.41 -0.78
4 O -1.29 0.20 -1.24
5 H 0.33 2.37 0.79
6 H 0.86 2.21 -0.89
7 H 0.93 0.82 0.25
8 H -1.47 0.83 0.64
9 H -1.78 3.25 -0.08
10 H -2.98 2.16 -0.77
11 H -1.60 2.81 -1.75
12 O 4.10 1.69 -1.69
13 C 4.54 2.51 -2.73
14 O 3.64 2.70 -3.61
15 O 5.68 3.00 -2.65
16 H 3.21 1.71 -2.17
17 C 0.76 -0.98 3.67
18 C 0.10 -1.45 2.40
19 C -0.25 -2.92 2.45
20 N -0.94 -3.46 1.19
21 C -2.25 -2.75 0.92
22 C -0.05 -3.22 -0.04
23 C -0.23 -4.41 -0.98
24 C -1.14 -5.39 -0.24
25 C -1.10 -4.98 1.21
26 H 0.06 -1.07 4.51
27 H 0.89 0.11 3.71
28 H 1.70 -1.46 3.91
29 H 0.75 -1.39 1.52
30 H -0.74 -0.80 2.14
31 H -0.86 -3.33 3.25
32 H 0.62 -3.59 2.50
33 H -2.58 -3.06 -0.07
34 H -2.07 -1.68 0.95
35 H -3.00 -3.03 1.66
36 H -0.40 -2.27 -0.45
37 H 0.99 -3.17 0.27
38 H -0.64 -4.05 -1.93
39 H 0.71 -4.85 -1.32
40 H -2.19 -5.28 -0.52
41 H -0.75 -6.39 -0.39
42 H -2.01 -5.22 1.77
43 H -0.29 -5.41 1.80
44 C 3.82 -1.80 -2.29
45 C 2.65 -1.97 -3.25
46 C 1.63 -0.85 -3.05
47 N 0.89 -0.53 -4.34
48 C 0.23 -1.72 -4.95
49 C 1.85 0.16 -5.34
50 C 0.95 0.86 -6.33
51 C -0.27 1.27 -5.50
52 C -0.13 0.57 -4.16
53 H 4.49 -1.03 -2.70
54 H 4.37 -2.71 -2.08
55 H 3.51 -1.30 -1.37
56 H 2.16 -2.94 -3.18
57 H 3.06 -1.96 -4.27
58 H 2.10 0.10 -2.81
59 H 0.87 -1.16 -2.33
60 H -0.63 -1.30 -5.47
61 H -0.24 -2.25 -4.11
62 H 0.91 -2.24 -5.61
63 H 2.49 -0.63 -5.75
64 H 2.46 0.83 -4.73
65 H 0.54 0.19 -7.08
66 H 1.39 1.69 -6.87
67 H -1.24 0.99 -5.93
68 H -0.36 2.35 -5.38
69 H -1.09 0.14 -3.87
70 H 0.12 1.21 -3.32
71 C -6.37 -0.08 -0.03
72 C -6.15 -0.59 -1.46
73 C -4.82 -1.22 -1.72
74 N -4.48 -1.40 -3.19
75 C -4.29 -0.06 -3.88
76 C -5.40 -2.27 -4.00
77 C -5.04 -3.71 -3.62
78 C -3.57 -3.63 -3.19
79 C -3.19 -2.15 -3.26
80 H -5.56 0.58 0.28
81 H -6.38 -0.92 0.67
82 H -7.32 0.46 -0.01
83 H -6.43 0.22 -2.14
84 H -7.02 -1.23 -1.68
85 H -4.75 -2.18 -1.21
86 H -3.97 -0.59 -1.42
87 H -4.00 -0.24 -4.91
88 H -3.60 0.52 -3.26
89 H -5.27 0.42 -3.94
90 H -5.29 -2.07 -5.06
91 H -6.43 -2.04 -3.73
92 H -5.30 -4.39 -4.43
93 H -5.68 -4.02 -2.80
94 H -2.90 -4.26 -3.76
95 H -3.47 -3.98 -2.16
96 H -2.75 -1.94 -4.24
97 H -2.44 -1.77 -2.56
98 C -1.19 6.10 5.38
99 C -1.23 4.62 5.09
100 C -2.63 4.07 5.29
101 N -2.85 2.64 4.85
102 C -2.22 1.67 5.78
103 C -4.41 2.40 4.85
104 C -4.78 2.22 3.39
105 C -3.55 1.55 2.84
106 C -2.41 2.39 3.38
107 H -0.23 6.59 5.26
108 H -1.58 6.27 6.39
109 H -1.91 6.64 4.75
110 H -0.49 4.15 5.74
111 H -0.80 4.43 4.10
112 H -3.42 4.68 4.84
113 H -2.90 4.05 6.35
114 H -2.74 1.80 6.73
115 H -1.18 1.94 5.94
116 H -2.36 0.64 5.49
117 H -4.53 1.48 5.42
118 H -4.94 3.20 5.35
119 H -5.70 1.75 3.07
120 H -4.81 3.24 2.98
121 H -3.50 0.50 3.15
122 H -3.57 1.52 1.75
123 H -1.45 1.91 3.30
124 H -2.43 3.39 2.96
125 C 8.81 0.87 3.99
126 C 8.33 1.21 2.56
127 C 7.10 0.34 2.27
128 N 6.31 0.76 1.06
129 C 7.12 0.76 -0.22
130 C 5.65 2.13 1.21
131 C 4.26 1.85 1.81
132 C 3.83 0.54 1.16
133 C 5.13 -0.16 0.85
134 H 9.20 -0.15 3.91
135 H 7.97 0.79 4.68
136 H 9.65 1.48 4.30
137 H 9.09 0.98 1.82
138 H 8.09 2.27 2.51
139 H 6.36 0.42 3.08
140 H 7.29 -0.73 2.16
141 H 7.99 1.40 -0.08
142 H 6.47 1.08 -1.03
143 H 7.54 -0.24 -0.31
144 H 5.49 2.58 0.23
145 H 6.16 2.86 1.83
146 H 3.58 2.68 1.64
147 H 4.26 1.71 2.89
148 H 3.34 0.77 0.22
149 H 3.15 -0.03 1.80
150 H 5.11 -0.44 -0.20
151 H 5.29 -1.11 1.37